[1]
C17H16N6O2PdS5 | the ωB97M-V functional and the def2-TZVPD basis

The calculation puts the HOMO-LUMO gap at 5.046 eV. The energy above the lowest of the compared OMol25 structures with the same formula, charge and spin is 0.00 kcal/mol. Its HOMO energy is -0.62 eV. Its total charge is -2.

Last column: natural (NBO) charge in e.
Geometry (Å):
Pd1 -1.3296 -0.3516 -1.4537  0.42
C1 -2.9912 3.4091 2.5948  -0.40
N1 -3.2064 3.0445 1.2197  -0.38
C2 -3.9480 3.7511 0.2891  -0.12
C3 -3.8725 3.0619 -0.8643  -0.06
N2 -3.0804 1.9507 -0.6522  -0.39
C4 -2.6700 1.9176 0.6513  0.26
S1 -1.7389 0.8083 1.4810  -0.29
C5 -2.8063 0.9660 -1.7128  0.15
C6 -2.8090 1.5681 -3.0423  -0.27
C7 -3.3736 0.9137 -4.0818  -0.23
C8 -3.9692 -0.3664 -3.8784  -0.39
C9 -3.9256 -0.8969 -2.6207  0.05
N3 -3.4464 -0.2614 -1.5210  -0.56
H1 -3.4895 4.3607 2.7806  0.18
H2 -1.9238 3.4966 2.7988  0.22
H3 -3.3875 2.6398 3.2589  0.22
H4 -4.4598 4.6641 0.5363  0.20
H5 -4.3135 3.2485 -1.8263  0.23
H6 -2.3043 2.5177 -3.1797  0.21
H7 -3.3311 1.3430 -5.0772  0.19
H8 -4.3767 -0.9362 -4.7028  0.19
H9 -4.3125 -1.8931 -2.4238  0.18
O1 4.9646 -2.2086 -3.6069  -0.64
C10 3.8591 -1.8916 -3.2095  0.16
S2 3.3729 -0.2344 -2.8653  0.28
C11 1.7052 -0.5568 -2.3854  -0.44
C12 1.3213 -1.8533 -2.4023  -0.41
S3 -0.2472 -2.4764 -1.9526  -0.41
S4 2.5454 -3.0154 -2.9102  0.30
S5 0.7500 0.8067 -1.8346  -0.39
C13 5.2534 -2.3997 4.3852  -0.40
N4 4.2242 -2.0263 3.4405  -0.44
C14 4.4216 -0.9925 2.5766  0.06
C15 3.5001 -0.6582 1.6652  -0.36
C16 2.2916 -1.4580 1.6331  0.46
N5 2.1035 -2.4804 2.4602  -0.59
C17 3.0407 -2.8159 3.3709  0.75
O2 2.9463 -3.7482 4.1655  -0.69
N6 1.3681 -1.1113 0.7559  -0.74
H10 5.7847 -1.5062 4.7170  0.18
H11 5.9714 -3.0984 3.9454  0.18
H12 4.7816 -2.8890 5.2322  0.24
H13 5.3625 -0.4646 2.6757  0.19
H14 3.6463 0.1542 0.9693  0.23
H15 1.5419 -0.3659 0.0893  0.43
H16 0.5568 -1.6657 0.5108  0.44



[2]
C7H9F | the ωB97M-V functional and the def2-TZVPD basis

The calculation puts the HOMO-LUMO gap at 9.459 eV. The energy above the lowest of the compared OMol25 structures with the same formula, charge and spin is 20.33 kcal/mol. Its HOMO energy is -8.40 eV. Its total charge is 0. As for the SMILES: CCC1=C(F)CC=C1.

Last column: natural (NBO) charge in e.
Geometry (Å):
C1 -2.2176 -0.2016 0.5789  -0.60
C2 -1.4637 0.3771 -0.5805  -0.42
C3 0.0362 0.0864 -0.3593  -0.12
C4 0.8764 1.0343 -0.0397  0.40
F1 0.4901 2.3328 0.0174  -0.32
C5 2.2140 0.4365 0.1850  -0.51
C6 1.8936 -0.9742 0.1164  -0.18
C7 0.6717 -1.1787 -0.2996  -0.20
H1 -1.9535 0.3074 1.5080  0.21
H2 -2.1257 -1.2719 0.6517  0.21
H3 -3.3337 -0.0503 0.3268  0.20
H4 -1.5164 1.4735 -0.6226  0.22
H5 -1.8390 0.1435 -1.5823  0.21
H6 2.6133 0.6161 1.1340  0.24
H7 2.8827 0.7736 -0.6257  0.25
H8 2.5553 -1.7139 0.1307  0.20
H9 0.2163 -2.1906 -0.5393  0.22



[3]
C5H8O | the ωB97M-V functional and the def2-TZVPD basis

The calculation puts the HOMO-LUMO gap at 11.125 eV. The energy above the lowest of the compared OMol25 structures with the same formula, charge and spin is 46.33 kcal/mol. Its HOMO energy is -10.04 eV. Its total charge is 0. As for the SMILES: C1CC2(C1)CO2.

Last column: natural (NBO) charge in e.
Geometry (Å):
C1 -1.5081 -0.1106 -0.4450  -0.40
C2 -0.7603 -0.2603 0.9084  -0.43
C3 0.5213 0.1727 0.1988  0.21
C4 -0.2159 0.4339 -1.1127  -0.43
C5 1.9021 -0.2378 0.4325  -0.11
O1 1.4506 1.0745 0.7545  -0.48
H1 -2.3463 0.5906 -0.4286  0.21
H2 -1.8599 -1.0566 -0.8647  0.21
H3 -1.0741 0.4502 1.6792  0.22
H4 -0.7468 -1.2658 1.3410  0.21
H5 -0.2522 1.4984 -1.3629  0.22
H6 0.1474 -0.1197 -1.9845  0.21
H7 2.1436 -0.8696 1.2887  0.18
H8 2.5986 -0.2998 -0.4048  0.18



[4]
C4H7NO2 | the ωB97M-V functional and the def2-TZVPD basis

The calculation puts the HOMO-LUMO gap (alpha / beta) at 8.294 / 8.293 eV. The energy above the lowest of the compared OMol25 structures with the same formula, charge and spin is 131.61 kcal/mol. Its HOMO energy (alpha / beta) is -9.04 / -9.04 eV. Its total charge is 0.

Last column: natural (NBO) charge in e.
Geometry (Å):
C1 -1.5481 -0.2605 -0.1782  -0.41
C2 -0.7383 0.1510 0.8669  0.39
N1 -0.4022 1.4170 1.0638  -0.40
O1 0.1860 -0.7632 1.2971  -0.52
C3 1.2584 -0.8660 0.3014  -0.12
C4 1.0176 0.1890 -0.7721  -0.07
O2 1.0524 1.4055 -0.2824  -0.47
H1 -2.2148 0.4452 -0.6689  0.22
H2 -0.1408 -0.0897 -1.0945  0.19
H3 -1.7547 -1.3184 -0.3189  0.23
H4 -1.0670 2.0304 0.5867  0.34
H5 2.1908 -0.6657 0.8337  0.21
H6 1.2571 -1.8866 -0.0990  0.18
H7 1.4786 0.0764 -1.7621  0.23



[5]
C7H12O3S | the ωB97M-V functional and the def2-TZVPD basis

The calculation puts the HOMO-LUMO gap (alpha / beta) at 6.308 / 8.032 eV. The energy above the lowest of the compared OMol25 structures with the same formula, charge and spin is 0.00 kcal/mol. Its HOMO energy (alpha / beta) is -5.59 / -9.74 eV. Its total charge is 0. As for the multiplicity: 3. The expectation value of S² is 2.011.

Last column: Mulliken spin population.
Geometry (Å):
C1 1.9116 0.5401 0.1123  0.00
C2 -1.1002 -0.5315 0.3858  -0.05
C3 -0.1691 -0.1587 -0.6852  0.76
C4 2.6850 1.8129 0.2244  0.00
C5 -0.8632 0.1774 1.6152  0.05
C6 -1.7905 -1.8703 0.3319  0.01
C7 -0.0822 -0.8505 -1.9887  -0.01
O1 2.3494 -0.5576 0.3674  0.00
O2 -1.9778 2.0880 0.0038  0.40
O3 0.7300 0.8676 -0.4017  -0.02
S1 -2.1060 0.7751 -0.6992  0.80
H1 2.3841 2.3526 1.1229  0.00
H2 2.4400 2.4260 -0.6379  0.00
H3 3.7157 1.7633 0.2619  0.00
H4 0.1798 0.0131 1.8740  -0.01
H5 -1.3793 -0.3095 2.4849  0.00
H6 -1.1875 1.2513 1.3980  0.00
H7 -1.6704 -2.2856 -0.6317  -0.01
H8 -2.7569 -1.7630 0.7003  0.00
H9 -1.3525 -2.6207 0.9758  0.00
H10 0.3266 -0.0709 -2.6805  0.02
H11 -0.9837 -1.3865 -2.1605  0.01
H12 0.6971 -1.6626 -1.9732  0.06



[6]
C41H75IN2O11 | the ωB97M-V functional and the def2-TZVPD basis

The calculation puts the HOMO-LUMO gap at 9.447 eV. The energy above the lowest of the compared OMol25 structures with the same formula, charge and spin is 0.00 kcal/mol. Its HOMO energy is -8.99 eV. Its total charge is 0. As for the SMILES: C[C@@H](O)CO[C@H](C#N)[C@@H](C#N)CC(=O)I.C1CCOC1.C1CCOC1.C1CCOC1.C1CCOC1.C1CCOC1.C1CCOC1.C1CCOC1.C1CCOC1.

Last column: Löwdin charge in e.
Geometry (Å):
C1 -1.2603 -0.0133 -0.0290  -0.01
C2 -1.4661 1.3534 -0.6878  -0.37
O1 -0.6157 1.4304 -1.8430  -0.04
C3 -2.9121 1.6330 -1.1144  -0.12
O2 -3.8603 1.0744 -0.2153  -0.12
C4 -4.6821 1.9587 0.4770  -0.29
C5 -4.3517 1.9079 1.9396  -0.12
N1 -4.1026 1.8991 3.0608  0.17
C6 -6.1677 1.5587 0.2988  -0.23
C7 -6.7517 2.3020 -0.8321  -0.18
N2 -7.1756 2.8969 -1.7180  0.18
C8 -6.3312 0.0432 0.2051  -0.16
C9 -5.7470 -0.5627 -1.0504  -0.82
O3 -5.6716 -0.0485 -2.1111  0.03
I1 -5.0251 -2.6037 -0.8109  0.92
H1 -2.1619 -0.6186 0.0281  0.06
H2 -0.5343 -0.5609 -0.6307  0.08
H3 -0.8327 0.1248 0.9627  0.07
H4 -1.1395 2.1329 0.0029  0.11
H5 -1.0362 1.9969 -2.4987  0.08
H6 -3.0479 2.7113 -1.2339  0.14
H7 -3.0713 1.1753 -2.0987  0.14
H8 -4.5609 3.0012 0.1773  0.16
H9 -6.7096 1.8912 1.1868  0.16
H10 -7.3970 -0.2017 0.2184  0.14
H11 -5.8969 -0.4304 1.0837  0.10
C10 1.4049 4.1470 3.2681  -0.17
C11 2.3695 3.9343 2.1046  -0.16
C12 1.5302 3.0905 1.1597  -0.19
O4 0.1671 3.4928 1.3661  -0.16
C13 0.0748 4.2981 2.5444  -0.20
H12 1.6473 5.0098 3.8881  0.11
H13 1.3917 3.2645 3.9090  0.10
H14 2.6179 4.8886 1.6335  0.11
H15 3.2996 3.4460 2.3871  0.12
H16 1.6180 2.0240 1.3947  0.12
H17 1.7926 3.2350 0.1130  0.11
H18 -0.1014 5.3381 2.2446  0.11
H19 -0.7756 3.9611 3.1400  0.11
C14 0.7191 -3.1236 3.1839  -0.17
C15 1.6815 -3.2824 2.0095  -0.17
C16 0.8533 -4.1059 1.0357  -0.20
O5 -0.5135 -3.7426 1.2640  -0.14
C17 -0.6124 -2.9724 2.4621  -0.21
H20 0.9488 -2.2730 3.8246  0.11
H21 0.7169 -4.0260 3.8002  0.11
H22 1.9071 -2.3054 1.5751  0.11
H23 2.6234 -3.7622 2.2717  0.11
H24 0.9685 -5.1794 1.2255  0.12
H25 1.1100 -3.9074 -0.0029  0.10
H26 -0.7903 -1.9268 2.1873  0.10
H27 -1.4610 -3.3263 3.0495  0.12
C18 -2.4770 -5.3345 -4.3215  -0.17
C19 -3.7568 -6.1560 -4.4520  -0.17
C20 -4.0309 -6.5296 -3.0027  -0.21
O6 -3.5276 -5.4556 -2.2052  -0.20
C21 -2.7210 -4.5936 -3.0152  -0.24
H28 -2.3006 -4.6618 -5.1594  0.11
H29 -1.6127 -5.9961 -4.2260  0.11
H30 -4.5658 -5.5328 -4.8396  0.11
H31 -3.6566 -7.0262 -5.0992  0.11
H32 -3.5022 -7.4482 -2.7222  0.10
H33 -5.0927 -6.6638 -2.7914  0.12
H34 -3.2709 -3.6628 -3.1851  0.07
H35 -1.8015 -4.3591 -2.4778  0.12
C22 2.0376 3.9279 8.4126  -0.17
C23 0.7033 3.2029 8.2630  -0.17
C24 0.6659 2.9353 6.7653  -0.21
O7 2.0257 2.7712 6.3529  -0.16
C25 2.9029 3.1895 7.4013  -0.20
H36 2.4463 3.8921 9.4214  0.11
H37 1.9303 4.9762 8.1243  0.11
H38 0.7233 2.2604 8.8147  0.11
H39 -0.1521 3.7815 8.6081  0.11
H40 0.2338 3.7825 6.2204  0.11
H41 0.1052 2.0366 6.5062  0.12
H42 3.3656 2.3023 7.8468  0.12
H43 3.6901 3.8140 6.9771  0.12
C26 6.0375 4.2240 -2.0395  -0.17
C27 5.0850 5.4169 -2.0099  -0.17
C28 3.8407 4.7982 -1.3965  -0.21
O8 4.2936 3.7663 -0.5139  -0.16
C29 5.6813 3.5117 -0.7417  -0.20
H44 7.0893 4.5023 -2.0917  0.11
H45 5.8107 3.5836 -2.8953  0.11
H46 5.4777 6.1984 -1.3552  0.12
H47 4.8933 5.8579 -2.9855  0.11
H48 3.2026 4.3451 -2.1636  0.12
H49 3.2452 5.5174 -0.8330  0.11
H50 6.2551 3.9128 0.1013  0.12
H51 5.8423 2.4337 -0.7872  0.11
C30 0.4845 8.5702 -2.0536  -0.17
C31 1.4511 9.7507 -2.0455  -0.17
C32 2.7885 9.0506 -1.8519  -0.20
O9 2.6673 7.7713 -2.4800  -0.16
C33 1.2949 7.5154 -2.7926  -0.20
H52 -0.4669 8.7849 -2.5378  0.11
H53 0.2816 8.2429 -1.0313  0.11
H54 1.4286 10.2622 -3.0103  0.11
H55 1.2432 10.4829 -1.2669  0.11
H56 3.0082 8.9001 -0.7891  0.12
H57 3.6214 9.5900 -2.3041  0.12
H58 1.1609 7.5977 -3.8766  0.12
H59 1.0461 6.4973 -2.4891  0.11
C34 4.7546 -2.5043 -2.8494  -0.17
C35 3.7660 -1.3459 -2.7467  -0.17
C36 2.5325 -2.0426 -2.1913  -0.20
O10 3.0128 -3.1180 -1.3770  -0.16
C37 4.4099 -3.3128 -1.6066  -0.20
H60 5.7974 -2.1910 -2.8712  0.11
H61 4.5550 -3.0909 -3.7492  0.11
H62 4.1309 -0.6011 -2.0356  0.11
H63 3.5747 -0.8460 -3.6948  0.11
H64 1.9148 -2.4596 -2.9938  0.12
H65 1.9103 -1.3851 -1.5828  0.11
H66 4.9632 -2.9515 -0.7326  0.12
H67 4.6055 -4.3794 -1.7231  0.12
C38 -2.9827 -10.5800 -0.8208  -0.17
C39 -1.8560 -10.7404 -1.8371  -0.17
C40 -2.4428 -11.7776 -2.7848  -0.21
O11 -3.8570 -11.5708 -2.7807  -0.14
C41 -4.2131 -10.6941 -1.7090  -0.20
H68 -2.9467 -9.6411 -0.2702  0.11
H69 -2.9591 -11.4005 -0.1001  0.11
H70 -1.6887 -9.7980 -2.3643  0.11
H71 -0.9110 -11.0571 -1.3985  0.11
H72 -2.2351 -12.7956 -2.4378  0.12
H73 -2.0730 -11.6788 -3.8061  0.11
H74 -4.4871 -9.7210 -2.1318  0.10
H75 -5.0798 -11.1012 -1.1872  0.12



Electronic energy (computed, eV): -88583.735, -10120.549, -7360.246, -9841.573, -24426.334, -77331.740
Molar mass (computed, g mol⁻¹): 603.1, 112.1, 84.1, 101.1, 176.2, 899.0